# H26O13

A 13-piece molecular cluster, H26O13 overall in a non-equilibrium geometry (wB97M-V/def2-TZVPD, the Open Molecules 2025 dataset).

```
39
Properties=species:S:1:pos:R:3
H 0.7266 -0.4838 0.6570
H -0.6495 -0.3778 0.0240
H 2.7125 -2.1847 1.1567
H 3.1458 -3.0375 2.2617
H -3.4266 0.5727 1.2348
H -2.9807 1.1828 2.6541
H -0.3411 -0.2707 -3.6773
H -0.4400 0.2149 -5.1543
H -3.4983 -0.2195 -3.3011
H -4.0531 1.1328 -2.6189
H 2.0329 -0.8922 3.3876
H 2.1681 -0.3085 2.0303
H 3.0275 -0.2109 -3.1566
H 3.7743 -0.3432 -4.5107
H -0.2849 3.0217 0.6408
H -0.1939 1.5705 -0.1506
H 0.9640 1.2154 -2.0961
H 2.2286 1.9145 -1.6219
H 0.9547 -3.5259 2.1582
H 1.7140 -4.8433 1.8378
H -2.9187 -4.0344 0.8447
H -3.8406 -3.4133 -0.1015
H 0.5930 2.2192 3.4765
H 2.0313 2.0806 3.3557
H -1.8340 3.8278 -0.1175
H -1.7198 4.8008 0.9323
O -0.1417 -0.1259 0.7543
O 3.3356 -2.8985 1.2899
O -3.5749 0.5233 2.1761
O 0.1450 -0.1402 -4.4469
O -3.3220 0.7636 -3.0994
O 2.6523 -0.6098 2.7307
O 3.1966 -0.7710 -3.8292
O -0.1595 2.5928 -0.2086
O 1.3733 2.0589 -2.0541
O 0.8917 -4.3538 1.8234
O -3.3416 -3.2167 0.6028
O 1.2771 1.8844 3.9409
O -2.2239 4.6848 0.1743
```

Values from the calculation:
E_LUMO	-0.72	eV
relative energy (zero: lowest compared OMol25 entry of this formula, charge and spin)	542.6	kJ/mol
highest occupied orbital energy	-11.0	eV


# C4H10Cl4MgO2

C4H10Cl4MgO2 as an isolated structure in a non-equilibrium geometry (wB97M-V/def2-TZVPD, the Open Molecules 2025 dataset).

```
21
Properties=species:S:1:pos:R:3
Mg 0.1012 2.6359 -3.6274
Cl 2.2989 2.2161 -3.4997
Cl -0.5815 3.3782 -1.5165
Cl 0.1245 4.7350 -5.0023
Cl -1.1834 1.1765 -4.7134
C 0.5021 -0.6524 -1.5188
O 0.4800 -0.7723 -0.1140
C -0.8236 -0.7943 0.4258
C -0.7625 -1.3237 1.8966
O -0.1613 -0.3049 2.7189
C 0.6108 -0.8159 3.8219
H 1.5042 -0.6635 -1.9474
H 0.0531 0.2984 -1.8058
H -0.0493 -1.4491 -2.0182
H -1.4855 -1.3562 -0.2332
H -1.2373 0.2142 0.4326
H -0.1725 -2.2380 1.9606
H -1.7234 -1.5363 2.3652
H 1.1463 0.0221 4.2680
H 1.3453 -1.5414 3.4721
H 0.0139 -1.2285 4.6353
```

Values from the calculation:
E_LUMO (alpha / beta)	3.00 / -2.03	eV
multiplicity	2
highest occupied orbital energy (alpha / beta)	-6.4 / -6.2	eV
total charge	-1


# C34H50FN6O3ScSi5Te

C34H50FN6O3ScSi5Te as an isolated structure (wB97M-V/def2-TZVPD, the Open Molecules 2025 dataset).

```
101
Properties=species:S:1:pos:R:3
Sc 0.9996 0.0624 0.7246
O 4.1014 -4.3041 2.4980
C 3.9278 -4.5586 1.1912
C 4.5725 -5.6693 0.6436
C 4.4212 -5.9773 -0.6959
C 3.6246 -5.1865 -1.5179
C 2.9919 -4.0799 -0.9808
C 3.1334 -3.7464 0.3636
C 2.4329 -2.5423 0.8775
O 1.7809 -1.8119 0.0643
N 2.5019 -2.3230 2.1743
N 1.7207 -1.2299 2.5113
C 1.4765 -1.0826 3.7584
C 0.5700 -0.0943 4.2986
C 0.5517 0.1054 5.6834
C -0.3101 1.0031 6.2773
C -1.1965 1.7146 5.4625
C -1.2152 1.5265 4.0994
C -0.3323 0.6234 3.4651
O -0.3752 0.4633 2.1802
H 3.5577 -3.4892 2.6992
H 5.1876 -6.2747 1.2975
H 4.9275 -6.8452 -1.1030
H 3.5001 -5.4308 -2.5649
H 2.3621 -3.4415 -1.5868
H 1.9509 -1.7700 4.4622
H 1.2479 -0.4642 6.2914
H -0.3018 1.1530 7.3494
H -1.8815 2.4274 5.9086
H -1.8974 2.0792 3.4655
C 4.5748 1.9952 -1.7378
Si 3.8200 0.3707 -1.1431
C 2.5159 -0.1215 -2.4014
C 5.1880 -0.9391 -1.2324
N 3.1211 0.5992 0.4233
C 3.8660 1.1023 1.4452
C 5.2693 1.0775 1.5942
C 5.8981 1.6142 2.7102
C 5.1807 2.2048 3.7399
C 3.7914 2.2632 3.6306
C 3.2057 1.7321 2.5142
F 1.8487 1.8054 2.3784
H 5.0534 1.8634 -2.7130
H 5.3198 2.3873 -1.0425
H 3.7874 2.7459 -1.8452
H 2.8352 0.2160 -3.3928
H 1.5364 0.3217 -2.2129
H 2.3789 -1.2022 -2.4339
H 5.2784 -1.3099 -2.2582
H 4.9599 -1.7946 -0.5948
H 6.1661 -0.5498 -0.9388
H 5.8703 0.6075 0.8271
H 6.9793 1.5577 2.7750
H 5.6809 2.6119 4.6088
H 3.1638 2.7144 4.3889
N 0.5864 1.9349 -0.3699
C 0.6199 3.0645 -0.6555
N 0.7470 4.3228 -0.9219
C -0.3121 5.0129 -1.3121
N -1.1807 5.7012 -1.6575
C -5.5991 1.9940 -0.0086
Si -3.8393 1.3573 0.3140
C -3.8817 0.3186 1.8823
C -2.7257 2.8438 0.6070
Si -3.1027 0.0302 -1.4697
Te -1.1335 -1.3661 -0.8803
Si -4.8110 -1.5114 -1.9394
C -4.1887 -2.9456 -2.9966
C -6.2701 -0.7315 -2.8763
C -5.5178 -2.2732 -0.3611
Si -2.7658 1.2081 -3.4663
C -1.1316 2.1248 -3.5097
C -4.1559 2.4640 -3.7495
C -2.7788 -0.0172 -4.9099
H -5.9157 2.6465 0.8113
H -6.3174 1.1731 -0.0808
H -5.6485 2.5707 -0.9351
H -4.1782 0.9180 2.7482
H -2.8844 -0.0855 2.0670
H -4.5816 -0.5133 1.7910
H -3.1174 3.4599 1.4237
H -2.6287 3.4801 -0.2757
H -1.7301 2.4966 0.8916
H -3.8580 -2.6015 -3.9781
H -4.9754 -3.6929 -3.1414
H -3.3374 -3.4222 -2.5065
H -5.9531 -0.3833 -3.8625
H -6.6819 0.1244 -2.3364
H -7.0753 -1.4590 -3.0214
H -4.7051 -2.6565 0.2598
H -6.1940 -3.1010 -0.5958
H -6.0747 -1.5367 0.2224
H -1.1426 2.9702 -2.8204
H -0.9378 2.5248 -4.5099
H -0.3130 1.4587 -3.2325
H -4.1011 3.2513 -2.9935
H -5.1425 1.9986 -3.6905
H -4.0626 2.9433 -4.7290
H -2.0646 -0.8209 -4.7157
H -2.4926 0.4773 -5.8431
H -3.7658 -0.4629 -5.0526
```

Values from the calculation:
E_LUMO	4.19	eV
relative energy (zero: lowest compared OMol25 entry of this formula, charge and spin)	0.0	kJ/mol
highest occupied orbital energy	-2.1	eV
total charge	-2


# C25H67BaF3LiN5O12S

C25H67BaF3LiN5O12S as an isolated structure in a non-equilibrium geometry (wB97M-V/def2-TZVPD, the Open Molecules 2025 dataset).

```
115
Properties=species:S:1:pos:R:3
Li -21.7912 9.3452 0.6881
Ba -17.3036 7.6438 -2.4600
C -22.2727 6.6566 -3.1326
F -21.9689 7.4753 -4.0976
F -23.4888 6.7423 -2.7627
F -22.1530 5.3791 -3.6613
S -21.0371 6.9083 -1.5687
O -19.8211 7.5685 -2.0090
O -21.7727 7.7561 -0.6620
O -20.6878 5.5728 -1.0469
C -18.5316 6.9804 -7.1653
C -18.8244 8.2240 -6.3148
C -20.1214 9.0782 -6.7239
O -20.2809 10.0504 -5.7076
C -19.5880 11.2938 -5.9121
N -19.0103 7.7768 -4.9352
H -19.0133 6.0503 -6.8637
H -17.4472 6.9022 -7.0866
H -18.7128 7.1222 -8.2307
H -17.9351 8.8535 -6.2849
H -20.9560 8.3802 -6.6588
H -20.2874 9.3487 -7.7667
H -19.6166 11.6875 -6.9282
H -18.5243 11.1964 -5.6947
H -20.0018 12.0312 -5.2243
H -19.8263 7.1865 -5.0111
H -19.2751 8.6667 -4.5376
C -19.5392 6.6387 1.9741
C -20.5093 7.1634 2.9836
C -19.9038 7.9636 4.2726
O -18.8281 7.2545 4.9227
C -19.2144 6.3470 5.9423
N -21.4921 7.8877 2.2273
H -19.9141 5.8355 1.3398
H -18.6526 6.3825 2.5541
H -19.3168 7.5099 1.3579
H -20.8786 6.2120 3.3665
H -20.7111 8.4534 4.8171
H -19.3923 8.8691 3.9463
H -18.4212 6.2319 6.6809
H -19.5242 5.3714 5.5677
H -20.0578 6.7140 6.5273
H -22.1456 8.2882 2.8851
H -22.1012 7.2630 1.7185
C -19.9281 1.2026 -1.1770
C -20.4178 1.9596 -2.4116
C -19.5369 1.5070 -3.7316
O -20.1565 2.2146 -4.7624
C -19.4757 2.2413 -6.0155
N -21.9117 1.7520 -2.6212
H -20.2562 1.4936 -0.1791
H -18.8912 1.5247 -1.0802
H -19.8273 0.1405 -1.4002
H -20.2112 3.0181 -2.2532
H -19.7652 0.4427 -3.7885
H -18.4774 1.6219 -3.5027
H -18.5509 2.8177 -5.9884
H -20.2096 2.6822 -6.6900
H -19.2017 1.2630 -6.4105
H -22.1375 2.6439 -3.0378
H -22.1139 1.1522 -3.4082
C -25.0571 9.0955 0.0416
C -24.8317 9.3344 1.4523
C -24.9169 8.1627 2.4100
O -24.3072 8.3791 3.6773
C -24.4116 7.2176 4.4793
N -23.6348 10.0805 1.4798
H -25.2757 10.0022 -0.5226
H -25.8878 8.4078 -0.1166
H -24.2449 8.6815 -0.5559
H -25.4932 10.1590 1.7180
H -24.4858 7.2503 1.9980
H -25.9920 8.0860 2.5724
H -24.2280 6.2713 3.9706
H -25.3806 7.2108 4.9784
H -23.6628 7.3273 5.2638
H -23.4237 10.5144 2.3670
H -23.8357 10.8574 0.8665
C -19.4854 12.6248 0.7448
C -20.7395 11.6739 0.7040
C -20.7822 11.3188 -0.8167
O -22.0807 10.7092 -1.0978
C -22.1111 10.3227 -2.4738
N -20.3792 10.5681 1.5884
H -19.2086 12.9290 1.7542
H -19.5611 13.5067 0.1088
H -18.6189 12.1355 0.2999
H -21.6002 12.1483 1.1755
H -19.9562 10.6448 -1.0436
H -20.7384 12.1820 -1.4808
H -21.2198 9.7750 -2.7796
H -22.1310 11.2078 -3.1097
H -23.0043 9.7563 -2.7375
H -19.4063 10.3338 1.4516
H -20.4185 10.9932 2.5038
C -23.1729 4.8165 0.3561
C -23.5334 4.1176 -0.9720
O -23.5052 2.7396 -0.7797
O -24.2360 4.6617 1.2972
H -23.0566 5.8818 0.1564
H -22.2799 4.3569 0.7796
H -22.7545 4.4293 -1.6679
H -24.4384 4.4816 -1.4584
H -22.8313 2.3376 -1.3327
H -24.3251 3.7679 1.6361
C -16.1990 4.3100 -2.7069
C -17.1432 4.1441 -1.4998
O -17.7303 5.2969 -0.9545
O -16.8067 5.2607 -3.6469
H -15.9829 3.3370 -3.1482
H -15.2095 4.6922 -2.4557
H -16.6962 3.5761 -0.6839
H -17.9888 3.5101 -1.7665
H -18.5870 5.1087 -0.5642
H -16.4108 5.5060 -4.4864
```

Values from the calculation:
E_LUMO	-6.23	eV
highest occupied orbital energy	-12.7	eV
total charge	+2


# C25H25AsBrIN3O14SSeW

C25H25AsBrIN3O14SSeW as an isolated structure in a non-equilibrium geometry (wB97M-V/def2-TZVPD, the Open Molecules 2025 dataset).

```
73
Properties=species:S:1:pos:R:3
W 0.9756 -0.0522 -0.0078
C -7.0973 -1.8089 0.7689
C -5.6380 -2.1549 0.6749
C -4.8340 -1.5899 -0.2956
C -3.4659 -1.9241 -0.3199
C -2.9175 -2.7218 0.6234
C -3.7572 -3.5089 1.4636
C -5.0994 -3.1370 1.5489
S -1.2304 -3.1967 0.4803
O -1.1056 -3.0387 -0.9755
O -0.9186 -4.3584 1.2694
N 0.0909 -2.0322 0.9458
C 1.2576 -2.8034 1.6777
C 2.5681 -1.9883 1.4319
O 3.4350 -1.9476 2.2401
O 2.5469 -1.2839 0.2557
H -7.4622 -1.7878 1.8308
H -7.7638 -2.5462 0.2014
H -7.2376 -0.8639 0.2766
H -5.1227 -0.8920 -1.0993
H -2.8587 -1.7031 -1.1894
H -3.2422 -4.2621 2.0379
H -5.7634 -3.6393 2.2846
H 1.3814 -3.8270 1.2877
H 0.9159 -2.8413 2.7344
Br -4.2338 2.0175 -8.5306
C -2.9771 0.9558 -7.5262
C -1.9595 0.1817 -8.1538
C -1.0610 -0.5204 -7.3923
C -1.2191 -0.6989 -6.0256
C -2.2534 -0.0633 -5.4319
C -3.0870 0.8508 -6.1225
I -4.3571 1.9373 -4.8857
H -1.9311 0.0854 -9.2363
H -0.1971 -0.9142 -7.9340
H -0.5789 -1.3511 -5.4157
H -2.4556 -0.2264 -4.3806
O 2.3569 1.1473 3.3677
C 2.8024 1.2171 2.2324
O 2.0334 1.1614 1.2025
C 4.3074 1.4432 1.9435
C 4.9309 1.0528 0.7156
C 6.1427 1.6889 0.4200
C 6.8587 2.4997 1.3211
C 6.3072 2.5145 2.5894
C 4.9873 2.1841 2.9345
N 7.2169 2.9362 3.5954
O 6.6932 2.8380 4.7761
O 8.3530 3.3749 3.3526
N 6.6340 1.6944 -0.9018
O 7.3586 2.6630 -1.1834
O 6.1216 0.8595 -1.6860
H 4.5373 0.2616 0.0488
H 7.8656 2.9063 1.0759
H 4.4668 2.4103 3.8788
C -0.9897 2.8526 2.9802
As -1.3663 1.0035 2.3455
C -3.2827 0.8775 1.7255
C -0.6930 -0.2492 3.5244
H -0.0497 2.7593 3.5049
H -1.6427 3.4312 3.6538
H -0.8058 3.3916 2.0907
H -3.2074 0.3171 0.7638
H -3.6989 1.8658 1.5244
H -3.9348 0.4063 2.4732
H -1.1738 -0.0035 4.5198
H 0.3726 -0.1034 3.6208
H -0.9495 -1.2204 3.1352
O 0.3556 -0.4248 -1.5890
Se 3.4040 2.7220 -0.7180
O 4.4352 3.0734 -1.9179
O -0.6303 0.8498 0.7258
O 2.5371 1.2537 -1.1575
```

Values from the calculation:
E_LUMO	-6.08	eV
highest occupied orbital energy	-10.5	eV
total charge	+1